13
Properties=species:S:1:pos:R:3:forces:R:3:mulliken_charge:R:1 method="wB97M-V/def2-TZVPD" spin_multiplicity=1 e_above_lowest_kcal_mol=94.1 homo_lumo_gap_ha=0.327 homo_energy_ev=-9.747 mol_weight_g_mol=144.16 e_tot_ha=-808.9828
C 0.98287 0.36785 1.11799 2.1605 1.7242 1.4543 0.6087
C -0.68571 -1.04833 -1.25192 0.1266 -1.9293 3.4136 0.5852
C 0.48215 1.77524 0.73989 -0.8511 -5.0290 -4.5141 -0.9688
N 0.13606 -0.59839 0.73583 -3.2997 -2.4977 -3.3428 0.1366
N -0.96597 -2.16179 -0.84865 -0.0322 1.5722 -2.0205 -0.0768
N -0.14995 -1.77119 1.16561 1.4163 1.3493 0.7094 -0.1369
N -0.74697 -2.61641 0.48683 -0.0791 -0.7110 0.5975 -0.4735
O 2.02587 0.17768 1.70427 -0.2290 -0.0592 0.0220 -0.5487
S -0.71551 0.23634 -2.29298 2.3630 2.3316 1.3672 -0.1625
H 0.87513 1.95277 -0.28451 0.5217 0.4154 0.7407 0.2057
H 0.81710 2.40102 1.44600 0.3893 2.7501 2.3671 0.3714
H -0.53482 1.49250 0.41986 -0.3722 1.5108 1.2283 0.3199
H -1.52025 -0.20729 -3.13821 -2.1143 -1.4274 -2.0227 0.1397